The following is a quantum chemistry calculation of a 4-piece molecular cluster, C4H16O3 overall, from OMol25.

```
23
Properties=species:S:1:pos:R:3:nbo_charge:R:1
C 1.9282 0.0173 0.2893 -0.60
C 0.4371 0.1234 0.1057 -0.21
C -0.0290 -0.8465 -1.0209 -0.62
C -0.4439 -0.0561 1.3574 -0.61
H 2.2538 0.7850 1.0171 0.20
H 2.1337 -0.9993 0.6449 0.21
H 2.4335 0.1682 -0.6605 0.21
H 0.0875 1.1103 -0.2277 0.19
H -1.0534 -0.5451 -1.2773 0.21
H -0.2434 -1.8984 -0.8761 0.21
H 0.5686 -0.7117 -1.9246 0.19
H -0.4057 0.8622 1.9672 0.19
H -1.4438 -0.2701 1.0170 0.23
H -0.1831 -0.8777 2.0249 0.20
H 1.4593 0.5921 3.6931 0.46
H 2.2437 1.3298 4.4777 0.46
O 1.8612 0.4477 4.5664 -0.91
H -4.0290 1.1203 -0.4886 0.47
H -4.3246 0.3673 0.7927 0.47
O -3.6204 0.5676 0.1739 -0.94
H 0.4995 -0.9683 -5.6411 0.47
H 0.1176 0.1491 -4.6857 0.47
O -0.2475 -0.4669 -5.3247 -0.93
```

The spin multiplicity is 1. As for the SMILES: CC(C)C.O.O.O. As for the net charge: 0. The calculation puts the frontier orbital gap at 11.63 eV. The calculation puts the HOMO energy at -11.00 eV.


The following is a quantum chemistry calculation of one molecule with the formula C7H12N2O5, from OMol25.

```
26
Properties=species:S:1:pos:R:3:nbo_charge:R:1
C 0.3736 0.9269 -1.1711 -0.15
C 1.1722 -0.3070 -0.6828 0.67
C -1.0115 1.0325 -0.5583 -0.40
C -2.0201 -0.0695 -0.8849 -0.54
C -1.7576 -1.3508 -0.1857 0.83
C 1.7980 0.6539 1.5319 -0.36
C 1.1356 0.3227 2.9191 0.77
H -0.0957 0.0591 -3.0119 0.37
H 1.2118 0.9739 -2.9735 0.36
H 0.9952 1.8122 -0.9616 0.21
H -0.9146 1.0726 0.5311 0.22
H -1.4500 2.0119 -0.8335 0.24
H -2.1158 -0.2327 -1.9747 0.25
H -3.0688 0.2433 -0.7003 0.27
H -2.2490 -3.1382 -0.1624 0.50
H 2.2062 -1.2537 0.8213 0.42
H 1.4913 1.6783 1.2563 0.24
H 2.8712 0.8511 1.6871 0.23
H 0.1115 -0.9755 1.9719 0.52
N 0.2452 0.9499 -2.6544 -0.81
N 1.6836 -0.4035 0.5872 -0.64
O 1.3195 -1.2598 -1.4304 -0.62
O -1.0494 -1.5305 0.7999 -0.65
O -2.4508 -2.3715 -0.7077 -0.66
O 1.2983 0.9991 3.8925 -0.58
O 0.2702 -0.6946 2.8946 -0.68
```

The spin multiplicity is 1. As for the SMILES: N[C@@H](CCC(=O)O)C(=O)NCC(=O)O. As for the net charge: 0. The calculation puts the frontier orbital gap at 10.30 eV. The calculation puts the HOMO energy at -9.79 eV.


The following is a quantum chemistry calculation of C4H4O5Tl as an isolated structure, from OMol25.

```
14
Properties=species:S:1:pos:R:3:nbo_charge:R:1
O 0.1857 1.1363 0.9601 -0.69
C 0.2718 0.0058 1.3932 1.00
O 0.9027 -0.4997 2.3062 -0.71
O -0.5539 -1.2350 0.4713 -0.82
C -1.9098 -0.8763 -0.0351 -0.36
H -2.1636 0.1096 0.3970 0.17
C -1.8826 -0.6821 -1.5405 -0.65
H -1.0870 0.0078 -1.8932 0.19
H -1.7738 -1.6415 -2.0751 0.17
H -2.8606 -0.2872 -1.8634 0.19
C 0.4800 -3.1997 0.0520 1.10
O -0.3877 -3.8442 0.5910 -0.64
O 1.5562 -3.2530 -0.4461 -0.52
Tl -2.2900 -2.7654 1.4547 0.56
```

The spin multiplicity is 1. As for the net charge: -1. The calculation puts the frontier orbital gap at 5.87 eV. The calculation puts the HOMO energy at -3.12 eV.


Computed values of ΔE to the lowest compared entry with this formula, charge and spin (unit: kJ/mol) for the preceding records, in sequence: 105.84, 28.61, 162.95.